[1]
An isolated molecule of C21H25N3O4S. Source: the OMol25 dataset; level of theory: the ωB97M-V functional and the def2-TZVPD basis.

CARTESIAN COORDINATES (ANGSTROEM)
C  -7.46451  -1.42798  0.89862
C  -7.28041  -0.07884  0.19950
C  -5.92723  0.50116  0.56168
O  -5.77977  1.19947  1.54114
N  -4.87818  0.15726  -0.24997
C  -4.98560  -0.64507  -1.46914
C  -3.54526  -0.86476  -1.96317
C  -2.73111  -0.01937  -1.03199
C  -1.37581  0.21866  -1.03136
C  -0.86088  1.04120  -0.04110
S  0.90034  1.30504  0.04685
O  1.49542  0.91490  -1.20291
O  1.18641  2.61185  0.55456
N  1.43995  0.24508  1.21673
C  1.07566  -1.15476  1.11387
C  1.81516  -1.82806  -0.04565
C  3.32083  -1.78369  0.22097
O  3.88848  -2.70712  0.76711
N  3.88501  -0.62455  -0.18711
C  5.21106  -0.19838  -0.02887
C  6.21239  -1.06911  0.38997
C  7.51445  -0.62549  0.53115
C  7.83270  0.69058  0.25249
C  6.83760  1.55695  -0.16657
C  5.52335  1.13989  -0.31448
C  4.47626  2.11402  -0.76647
C  -1.66719  1.61252  0.92408
C  -3.03342  1.37571  0.93069
C  -3.55696  0.54851  -0.05430
H  -8.45312  -1.82707  0.68596
H  -7.36528  -1.30188  1.97379
H  -6.72235  -2.15272  0.57040
H  -8.03277  0.61542  0.57667
H  -7.40800  -0.18127  -0.87695
H  -5.48422  -1.59267  -1.25802
H  -5.57370  -0.10027  -2.21472
H  -3.41861  -0.55366  -3.00005
H  -3.24912  -1.91299  -1.89193
H  -0.71598  -0.19751  -1.77541
H  1.30114  0.64678  2.12945
H  -0.01127  -1.27000  0.97762
H  1.36117  -1.64589  2.04712
H  1.50828  -2.87343  -0.09332
H  1.57746  -1.32830  -0.98239
H  3.25559  0.06167  -0.58807
H  5.96159  -2.09293  0.60902
H  8.27896  -1.31434  0.85827
H  8.84757  1.04384  0.35958
H  7.08598  2.58636  -0.38363
H  3.99186  1.78106  -1.68433
H  3.69846  2.24343  -0.01322
H  4.92727  3.08499  -0.95620
H  -1.21540  2.25927  1.65932
H  -3.67425  1.81650  1.67472

Computed properties:
SMILES: CCC(=O)N1CCc2cc(S(=O)(=O)NCCC(=O)Nc3ccccc3C)ccc21
E_LUMO in eV: 0.3
Max |F| in eV/A: 0.926
Spin multiplicity: 1
HOMO in hartree: -0.2944
Orbital gap in Ha: 0.3051

[2]
A structure of composition C14H37CoO3Si3 in a non-equilibrium geometry. Source: the OMol25 dataset; level of theory: the ωB97M-V functional and the def2-TZVPD basis.

CARTESIAN COORDINATES (ANGSTROEM)
Co  0.31684  -0.98764  0.17952
C  -1.51314  -1.86386  -2.58843
O  -0.95775  -1.02308  -1.59999
Si  -1.14838  0.65905  -1.56546
C  -2.97276  1.05680  -1.18499
C  -0.83800  1.32674  -3.32370
C  0.13856  1.00440  -0.19031
Si  1.89747  1.36043  -0.87689
C  2.29198  -0.22365  -1.89089
C  1.89937  2.98397  -1.88323
C  3.34248  1.53050  0.35972
Si  -0.46135  1.93791  1.36326
C  -1.57041  0.73147  2.35856
C  -1.47675  3.49897  0.94103
C  0.95793  2.45110  2.52714
H  -1.11600  -1.59955  -3.56901
H  -2.59914  -1.76775  -2.60195
H  -1.25108  -2.89790  -2.37123
H  -3.64025  0.50467  -1.84090
H  -3.16132  2.10758  -1.36639
H  -3.26519  0.84119  -0.16485
H  -1.59122  0.95259  -4.01173
H  0.13077  1.05043  -3.72439
H  -0.90674  2.40740  -3.33777
H  1.78774  -0.24011  -2.84778
H  1.95393  -1.10572  -1.32699
H  3.35597  -0.34031  -2.07140
H  1.40002  2.89886  -2.84023
H  2.92005  3.30412  -2.07179
H  1.40972  3.77636  -1.32491
H  3.37318  0.73606  1.09896
H  3.31383  2.48024  0.88066
H  4.27561  1.49912  -0.19769
H  -2.44486  0.44239  1.79138
H  -1.91281  1.20425  3.27203
H  -1.04348  -0.17668  2.63556
H  -2.41355  3.25692  0.45366
H  -0.92568  4.16805  0.29152
H  -1.71447  4.04489  1.85031
H  1.65086  1.63906  2.71452
H  0.54941  2.76866  3.48131
H  1.51928  3.28609  2.12053
C  -2.42382  -2.54473  1.09179
O  -1.03044  -2.34254  1.23727
C  -0.41473  -3.24935  2.13607
C  1.03446  -2.79653  2.31576
O  1.65728  -2.51087  1.07350
C  2.07774  -3.67463  0.36251
H  -2.93894  -2.39643  2.04567
H  -2.63007  -3.55160  0.71872
H  -2.77409  -1.80647  0.37364
H  -0.46745  -4.27253  1.73888
H  -0.92489  -3.22964  3.10569
H  1.59307  -3.56188  2.86824
H  1.07446  -1.85016  2.86406
H  2.62691  -4.33868  1.03605
H  2.74095  -3.34432  -0.43392
H  1.23882  -4.21365  -0.08070

Computed properties:
Total charge: +1
E_LUMO (alpha / beta) in eV: -2.2 / -3.5
Max |F| in eV/A: 1.405
Spin multiplicity: 4
HOMO (alpha / beta) in hartree: -0.4182 / -0.4336
Orbital gap (alpha / beta) in Ha: 0.3359 / 0.3052

[3]
An isolated molecule of C18H27N3O3. Source: the OMol25 dataset; level of theory: the ωB97M-V functional and the def2-TZVPD basis.

CARTESIAN COORDINATES (ANGSTROEM)
C  0.17955  -2.48175  1.32344
C  -0.68338  -3.69570  0.98344
O  -1.40714  -3.55135  -0.22651
C  -2.78525  -3.29579  -0.10840
C  -3.12809  -1.88191  0.37246
C  -2.54374  -0.83434  -0.57302
N  -2.51265  0.46909  0.04855
C  -2.91952  1.59783  -0.55181
O  -3.42893  1.65588  -1.65346
C  -2.61566  2.84826  0.29392
N  -1.19566  3.11957  0.29565
C  -0.56427  3.72692  -0.85853
C  0.93220  3.47058  -0.61532
N  0.93382  2.55536  0.50411
C  2.04828  1.70285  0.80984
C  2.21797  0.54145  -0.14637
C  1.21581  0.20050  -1.04374
C  1.36209  -0.87340  -1.90459
C  2.52272  -1.62401  -1.87066
C  3.52194  -1.29759  -0.97086
C  3.38738  -0.22324  -0.10203
C  4.48085  0.09634  0.87179
C  -0.31970  2.30748  0.96630
O  -0.61186  1.52492  1.85530
H  0.79607  -2.71143  2.18905
H  -0.41918  -1.60426  1.55029
H  0.82922  -2.24784  0.48442
H  -1.36811  -3.92265  1.81017
H  -0.02679  -4.56194  0.83665
H  -3.25213  -4.03188  0.56406
H  -3.18135  -3.44545  -1.11663
H  -4.21217  -1.78121  0.43608
H  -2.71660  -1.73012  1.37266
H  -1.52571  -1.14154  -0.84140
H  -3.13918  -0.74957  -1.48450
H  -2.01991  0.54670  0.93348
H  -3.13775  3.70995  -0.12459
H  -2.93067  2.68694  1.32740
H  -0.80103  4.79350  -0.89916
H  -0.91968  3.25887  -1.78545
H  1.42791  3.02833  -1.48505
H  1.46195  4.39200  -0.34489
H  1.87193  1.30981  1.81755
H  2.95662  2.31379  0.83059
H  0.29751  0.76845  -1.06889
H  0.56911  -1.12454  -2.59273
H  2.64632  -2.46547  -2.53547
H  4.42489  -1.89064  -0.93837
H  4.09711  0.10702  1.89094
H  4.90914  1.07754  0.66620
H  5.27570  -0.64228  0.80805

Computed properties:
SMILES: CCOCCCNC(=O)CN1CCN(Cc2ccccc2C)C1=O
E_LUMO in eV: 0.7
Max |F| in eV/A: 0.555
Spin multiplicity: 1
HOMO in hartree: -0.3230
Orbital gap in Ha: 0.3505